(1)
ORCA calculation (wB97M-V/def2-TZVPD) on a molecular structure, C36H32N4O3S3W in a non-equilibrium geometry.

## Properties
Orbital gap = 5.2 eV
Energy above the lowest of the compared OMol25 structures with the same formula, charge and spin = 17.4 kcal/mol

Structure (ORCA input):
```
! wB97M-V def2-TZVPD RIJCOSX def2/J DEFGRID3
* xyz 4 1
W -0.89 -0.68 -0.31
O -1.79 0.81 0.32
C -2.50 1.94 0.12
C -3.22 2.53 1.13
C -3.92 3.70 0.83
C -3.89 4.26 -0.45
C -3.15 3.65 -1.45
C -2.45 2.47 -1.16
C -1.69 1.80 -2.16
N -1.09 0.64 -2.09
C -0.35 0.26 -3.31
C -0.47 -1.21 -3.43
N -0.12 -1.75 -2.11
C 0.73 -2.75 -2.13
C 1.16 -3.56 -1.04
C 2.07 -4.60 -1.20
C 2.34 -5.44 -0.13
C 1.68 -5.26 1.08
C 0.75 -4.23 1.25
C 0.53 -3.39 0.18
O -0.34 -2.36 0.24
H -3.22 2.10 2.12
H -4.50 4.18 1.61
H -4.44 5.16 -0.66
H -3.11 4.07 -2.45
H -1.60 2.32 -3.11
H 0.70 0.55 -3.19
H -0.75 0.76 -4.19
H 0.18 -1.60 -4.22
H -1.49 -1.50 -3.68
H 1.13 -3.01 -3.11
H 2.57 -4.75 -2.16
H 3.04 -6.25 -0.25
H 1.88 -5.93 1.91
H 0.21 -4.10 2.18
C 1.10 -0.70 3.01
C -0.36 -1.03 2.99
N -1.16 -0.94 1.95
C -2.43 -1.45 2.21
C -2.60 -1.87 3.48
S -1.15 -1.66 4.35
C -3.38 -1.57 1.10
C -4.71 -1.80 1.20
S -5.41 -1.87 -0.35
C -3.93 -1.57 -1.09
N -2.94 -1.45 -0.22
C -3.81 -1.51 -2.57
H 1.48 -0.62 2.00
H 1.65 -1.49 3.53
H 1.29 0.23 3.54
H -3.47 -2.32 3.93
H -5.30 -1.93 2.09
H -4.79 -1.48 -3.04
H -3.31 -2.40 -2.95
H -3.27 -0.62 -2.88
O 0.85 0.13 -0.21
S 1.59 1.55 -0.54
C 3.25 1.13 -0.77
C 3.79 1.52 -1.99
C 5.15 1.32 -2.19
C 5.91 0.71 -1.19
C 5.34 0.30 0.01
C 4.00 0.53 0.25
C 1.56 2.47 0.97
C 2.52 3.48 1.04
C 2.52 4.31 2.15
C 1.59 4.13 3.16
C 0.64 3.11 3.07
C 0.61 2.28 1.96
H 3.19 1.98 -2.76
H 5.61 1.64 -3.11
H 6.97 0.57 -1.35
H 5.95 -0.17 0.77
H 3.55 0.26 1.20
H 3.25 3.63 0.25
H 3.26 5.10 2.21
H 1.61 4.77 4.03
H -0.08 2.98 3.87
H -0.14 1.50 1.89
*
```


(2)
ORCA calculation (wB97M-V/def2-TZVPD) on a molecular structure, C36H32NO2P2Y in a non-equilibrium geometry.

## Properties
Orbital gap = 7.7 eV
Energy above the lowest of the compared OMol25 structures with the same formula, charge and spin = 0.0 kcal/mol

Structure (ORCA input):
```
! wB97M-V def2-TZVPD RIJCOSX def2/J DEFGRID3
* xyz 2 1
C 1.43 1.68 -1.13
C 0.49 2.12 -0.20
C 0.93 2.65 1.02
C 2.27 2.92 1.24
C 3.21 2.60 0.26
C 2.79 1.90 -0.88
P -1.31 1.79 -0.38
C -2.15 3.13 0.49
C -2.77 2.86 1.72
C -3.31 3.93 2.44
C -3.27 5.24 1.92
C -2.71 5.47 0.66
C -2.17 4.41 -0.06
Y -1.64 -0.90 -0.33
P 0.70 -2.02 0.50
C 1.73 -1.36 1.82
C 3.13 -1.30 1.71
C 3.86 -0.53 2.62
C 3.22 0.13 3.67
C 1.83 0.03 3.81
C 1.08 -0.67 2.88
C -0.25 -3.44 1.11
C -1.34 -3.91 0.34
C -2.25 -4.78 0.93
C -2.03 -5.26 2.22
C -0.89 -4.88 2.94
C 0.01 -3.97 2.39
C 1.37 -2.68 -1.07
C 0.91 -2.15 -2.31
C 1.53 -2.57 -3.49
C 2.56 -3.52 -3.44
C 3.00 -4.02 -2.22
C 2.41 -3.62 -1.02
C -1.66 1.93 -2.16
C -0.87 2.74 -2.99
C -1.10 2.77 -4.37
C -2.12 1.99 -4.92
C -2.92 1.18 -4.10
C -2.71 1.16 -2.72
H -1.44 -3.62 -0.72
H -3.15 -5.07 0.38
H -2.73 -5.97 2.67
H -0.69 -5.28 3.94
H 0.90 -3.64 2.93
H 3.61 -1.83 0.90
H 4.93 -0.43 2.48
H 3.79 0.74 4.37
H 1.31 0.54 4.63
H -0.02 -0.66 2.92
H 0.20 -1.31 -2.35
H 1.22 -2.13 -4.43
H 3.03 -3.85 -4.36
H 3.83 -4.73 -2.17
H 2.74 -3.99 -0.05
H -0.07 3.35 -2.56
H -0.49 3.41 -5.00
H -2.30 2.02 -6.00
H -3.70 0.57 -4.54
H -3.38 0.59 -2.06
H -2.83 1.83 2.10
H -3.76 3.73 3.42
H -3.68 6.07 2.51
H -2.70 6.48 0.24
H -1.76 4.58 -1.05
H 0.20 2.86 1.80
H 2.60 3.37 2.18
H 4.28 2.85 0.38
H 3.57 1.51 -1.54
H 1.11 1.13 -2.02
H 2.76 -0.72 -1.24
H 2.04 -0.45 -1.18
O -4.52 -1.22 1.74
N -3.51 -1.16 1.09
O -2.37 -0.63 1.72
*
```


(3)
ORCA calculation (wB97M-V/def2-TZVPD) on a molecular structure, C36H32NO4PtS.

## Properties
Orbital gap (spin up / spin down) = 6.5 / 7.4 eV
<S²> = 2.007

Structure (ORCA input):
```
! wB97M-V def2-TZVPD RIJCOSX def2/J DEFGRID3
* xyz -1 3
Pt 2.01 -0.99 0.01
C -0.04 4.31 -1.24
C -0.98 3.19 -0.85
C -2.45 3.62 -0.98
O -0.70 2.79 0.48
C -0.86 1.38 0.58
C -1.14 0.93 -0.89
O -0.72 2.06 -1.64
C -0.61 -0.36 -1.60
O 0.75 -0.48 -1.66
C -1.13 -0.15 -3.06
C -2.44 -0.41 -3.43
C -2.85 -0.24 -4.75
C -1.95 0.20 -5.71
C -0.65 0.48 -5.34
C -0.24 0.31 -4.02
C -1.32 -1.63 -1.07
C -1.08 -2.80 -1.78
C -1.72 -3.99 -1.46
C -2.61 -4.03 -0.39
C -2.85 -2.87 0.33
C -2.21 -1.68 -0.01
C 0.30 0.77 1.46
O 0.31 -0.60 1.32
C -0.08 1.15 2.91
C -0.42 0.14 3.80
C -0.79 0.44 5.11
C -0.82 1.76 5.54
C -0.48 2.78 4.65
C -0.11 2.48 3.35
C 1.69 1.34 1.12
C 2.07 1.70 -0.18
C 3.35 2.19 -0.44
C 4.28 2.31 0.58
C 3.92 1.94 1.87
C 2.65 1.46 2.14
H -0.23 5.17 -0.60
H -0.21 4.59 -2.28
H 0.99 3.98 -1.11
H -2.63 4.50 -0.36
H -3.11 2.82 -0.65
H -2.66 3.85 -2.03
H -1.77 1.18 1.16
H -2.24 0.85 -0.97
H -3.16 -0.76 -2.70
H -3.88 -0.47 -5.03
H -2.27 0.31 -6.74
H 0.06 0.84 -6.08
H 0.78 0.51 -3.72
H -0.39 -2.76 -2.61
H -1.53 -4.88 -2.04
H -3.12 -4.95 -0.13
H -3.53 -2.88 1.18
H -2.42 -0.80 0.58
H -0.37 -0.88 3.44
H -1.04 -0.36 5.79
H -1.10 2.00 6.56
H -0.49 3.81 4.98
H 0.16 3.27 2.66
H 1.36 1.64 -0.99
H 3.61 2.47 -1.45
H 5.27 2.70 0.37
H 4.65 2.00 2.67
H 2.41 1.15 3.14
S 3.95 -1.67 1.52
C 3.16 -3.18 1.26
C 3.25 -4.31 2.08
C 2.47 -5.42 1.78
C 1.63 -5.40 0.67
C 1.60 -4.25 -0.10
N 2.33 -3.18 0.19
H 3.90 -4.29 2.94
H 2.51 -6.29 2.42
H 1.02 -6.25 0.42
H 0.99 -4.18 -0.98
*
```


(4)
ORCA calculation (wB97M-V/def2-TZVPD) on a molecular structure, C36H32NO5P2PdS3 in a non-equilibrium geometry.

## Properties
Orbital gap = 6.9 eV
Energy above the lowest of the compared OMol25 structures with the same formula, charge and spin = 16.8 kcal/mol

Structure (ORCA input):
```
! wB97M-V def2-TZVPD RIJCOSX def2/J DEFGRID3
* xyz -1 1
Pd 0.40 -0.25 -0.05
S 2.99 -0.31 -0.61
P 2.39 1.57 -0.44
C 0.75 1.58 -0.93
P -0.52 2.39 -0.12
S -1.88 0.95 0.16
C -0.35 3.38 1.41
C 0.53 4.46 1.43
C 0.63 5.26 2.56
C -0.15 4.99 3.68
C -1.03 3.91 3.66
C -1.12 3.11 2.53
C -1.12 3.69 -1.30
C -1.47 4.99 -0.97
C -1.87 5.90 -1.95
C -1.92 5.51 -3.27
C -1.59 4.20 -3.62
C -1.19 3.30 -2.65
C 2.79 2.17 1.25
C 2.24 1.52 2.35
C 2.49 1.98 3.64
C 3.32 3.07 3.84
C 3.90 3.71 2.76
C 3.63 3.27 1.47
C 3.35 2.71 -1.49
C 4.72 2.54 -1.66
C 5.43 3.36 -2.52
C 4.77 4.35 -3.24
C 3.40 4.52 -3.08
C 2.69 3.70 -2.21
H 1.13 4.69 0.56
H 1.32 6.09 2.57
H -0.07 5.61 4.56
H -1.65 3.70 4.52
H -1.80 2.26 2.50
H -1.44 5.31 0.07
H -2.13 6.91 -1.67
H -2.22 6.21 -4.04
H -1.64 3.88 -4.66
H -0.90 2.29 -2.91
H 1.60 0.66 2.20
H 2.04 1.47 4.48
H 3.52 3.42 4.85
H 4.54 4.57 2.91
H 4.07 3.78 0.62
H 5.23 1.75 -1.12
H 6.50 3.22 -2.65
H 5.31 4.98 -3.92
H 2.87 5.28 -3.65
H 1.62 3.81 -2.10
O -1.92 -3.90 0.89
S -2.18 -2.41 0.70
C -2.83 -2.25 -1.00
C -4.36 -2.07 -0.92
C -4.79 -2.72 0.39
C -3.82 -2.15 1.42
H -2.51 -3.18 -1.47
H -2.32 -1.41 -1.47
H -4.85 -2.52 -1.79
H -4.60 -1.01 -0.91
H -4.65 -3.80 0.34
H -5.84 -2.52 0.63
H -3.82 -2.65 2.38
H -3.95 -1.07 1.55
O 0.91 -2.22 1.09
C 0.85 -2.89 0.01
O 0.39 -2.47 -1.07
C 1.37 -4.31 0.07
C 1.55 -4.93 1.30
C 2.03 -6.23 1.36
C 2.33 -6.87 0.18
C 2.16 -6.28 -1.06
C 1.67 -4.99 -1.10
N 2.87 -8.26 0.24
O 3.02 -8.76 1.34
O 3.13 -8.82 -0.81
H 1.28 -4.39 2.19
H 2.17 -6.74 2.30
H 2.41 -6.84 -1.95
H 1.50 -4.48 -2.05
*
```